[1]
114
Properties=species:S:1:pos:R:3 method="wB97M-V/def2-TZVPD" lumo_energy_ha=-0.35458 max_force_ha_per_bohr=0.2446 energy_ha=-4235.82471 orbital_gap_ev=3.902 total_charge=+2
Zr -29.33697 1.37773 19.12095
C -30.48547 0.96896 21.29786
O -30.06513 2.10874 21.01607
O -31.11038 0.72752 20.20949
O -29.42395 0.30898 21.11879
C -28.36080 -7.33608 18.23991
C -28.89591 -7.42891 19.68193
O -28.66509 -6.28106 20.42597
C -29.47614 -5.26431 20.35260
O -30.44350 -5.23483 19.59974
O -29.07859 -4.27793 21.15193
C -29.72722 -2.98609 20.93802
H -28.90311 -6.73672 17.50793
H -28.49788 -8.31688 17.77930
H -27.28976 -7.14204 18.19466
H -28.26754 -8.17083 20.17460
H -29.92150 -7.79482 19.71962
H -30.72816 -3.04990 20.51358
H -29.09508 -2.39715 20.27617
H -29.78662 -2.49953 21.90996
C -28.16100 8.28551 27.27550
C -28.96027 6.98957 27.04064
O -28.76451 6.54218 25.73207
C -29.48998 5.56335 25.19407
O -30.35117 4.87495 25.73820
O -29.04713 5.43828 23.96218
C -29.70307 4.52970 23.09114
H -27.08619 8.15104 27.15612
H -28.32508 8.62849 28.29680
H -28.49861 9.06156 26.58854
H -30.02442 7.17153 27.19256
H -28.59410 6.32477 27.82455
H -30.73672 4.82385 22.90839
H -29.66953 3.50309 23.45654
H -29.15404 4.57967 22.15149
C -28.61624 1.32061 26.33649
C -27.54557 0.71504 26.93070
C -26.88093 -0.31627 26.24974
C -27.27758 -0.75518 24.97948
C -28.41932 -0.13666 24.42529
C -29.08284 0.90332 25.09629
N -26.59627 -1.90045 24.37243
O -27.25207 -2.53305 23.51177
O -25.42587 -2.14262 24.57688
H -29.04983 2.20633 26.78093
H -27.19475 1.00880 27.90896
H -26.00673 -0.77890 26.68648
H -28.73677 -0.25857 23.40053
H -29.90718 1.32946 24.54310
C -34.75251 0.29598 20.86796
C -34.85201 -0.25903 22.15471
C -35.93327 -1.12179 22.47104
C -36.95307 -1.39088 21.57235
C -36.78494 -0.87118 20.27255
C -35.68822 -0.04681 19.89291
N -38.10765 -2.29104 21.89274
O -38.84007 -2.53220 20.96717
O -38.19774 -2.81562 22.99393
H -33.88742 0.94250 20.80760
H -34.11454 -0.04058 22.91304
H -35.94498 -1.54487 23.46599
H -37.57800 -1.07986 19.56833
H -35.50964 0.26279 18.87385
C -32.48579 4.20591 19.90720
O -33.42652 5.22366 19.77384
P -33.34727 6.62677 20.55916
O -32.04547 6.86550 21.17074
O -33.91503 7.69426 19.47020
C -33.03004 8.25412 18.45089
O -34.58622 6.49531 21.58561
C -35.88519 6.28495 21.06335
H -32.87359 3.19367 20.01747
H -31.69514 4.44869 20.61932
H -31.84931 4.14137 19.01493
H -33.12818 9.33131 18.33267
H -33.20475 7.82107 17.46523
H -31.98698 7.99894 18.64073
H -36.27007 5.31899 21.38926
H -35.82076 6.25027 19.97555
H -36.56287 7.09084 21.34060
C -30.59540 0.14077 14.80794
O -30.23919 -1.05725 15.41551
P -30.66559 -1.38290 16.93231
O -30.13454 -0.38436 17.90350
O -30.08308 -2.89179 17.12617
C -30.66784 -3.96664 16.42116
O -32.29529 -1.48902 16.96184
C -33.00255 -0.27725 17.27344
H -29.74627 0.81190 14.66917
H -31.43587 0.58451 15.34271
H -30.92461 -0.02092 13.78105
H -31.49435 -3.61181 15.80453
H -30.93279 -4.70092 17.17986
H -29.97707 -4.34753 15.66881
H -32.35087 0.51423 17.64696
H -33.61411 -0.37860 18.17055
H -33.63912 0.05036 16.45358
C -25.88860 1.28044 22.78713
O -25.80851 2.46244 21.97371
P -26.06782 2.46656 20.39785
O -27.44390 2.06870 19.99495
O -24.86625 1.40653 19.86013
C -23.55539 1.63001 20.31130
O -25.52471 3.89749 19.95917
C -25.65742 4.23397 18.58233
H -26.45458 0.53867 22.22257
H -26.26624 1.55834 23.76806
H -24.91749 0.79820 22.90471
H -22.83575 1.52095 19.49848
H -23.16072 0.83992 20.95184
H -23.50844 2.62313 20.75544
H -24.73935 4.66675 18.18640
H -26.40819 5.01425 18.45631
H -25.89039 3.40012 17.91814


[2]
95
Properties=species:S:1:pos:R:3 method="wB97M-V/def2-TZVPD" de_lowest_kcal_mol=0.00 lumo_energy_ha=-0.09378 max_force_ha_per_bohr=0.0542 energy_ha=-2342.01952 orbital_gap_ev=6.393 total_charge=+1
C 2.23169 -1.28110 -1.76212
C 1.08971 0.51182 -2.69975
C 3.14753 -1.29650 -2.81913
C 1.88421 0.46679 -3.85356
C 2.96292 -0.42398 -3.88722
H 3.95526 -2.02677 -2.78466
H 1.67648 1.14828 -4.68539
H 3.61445 -0.46256 -4.76081
N 1.28890 -0.33031 -1.66091
P 0.68429 -2.67060 0.13801
P -0.05779 2.48684 -0.94192
C 2.29245 -2.39594 -0.70322
H 2.58429 -3.34265 -1.18306
H 3.06619 -2.15668 0.04671
C -0.07111 1.48260 -2.58948
H -0.02098 2.24654 -3.38010
C -1.66903 3.50890 -0.91734
C 1.46482 3.61481 -0.84995
C -0.29688 -3.76370 -1.04657
C 0.97799 -3.47692 1.83287
C -2.73846 2.68742 -0.15831
H -2.41814 2.43583 0.87244
H -3.65161 3.29065 -0.05819
H -3.01535 1.75419 -0.67000
C -1.47498 4.82102 -0.14543
H -1.14212 4.64570 0.88706
H -0.77412 5.50440 -0.64270
H -2.44438 5.34279 -0.09268
C -2.09165 3.82036 -2.35253
H -3.00199 4.43720 -2.33484
H -1.32289 4.38827 -2.89617
H -2.32475 2.91170 -2.91259
C 1.51710 4.17551 0.60474
H 1.07471 3.47946 1.33669
H 2.56437 4.33572 0.90524
H 1.00111 5.14217 0.68823
C 2.71001 2.73465 -1.07989
H 2.75505 1.90264 -0.36168
H 2.72474 2.33863 -2.10442
H 3.60800 3.35886 -0.94301
C 1.39947 4.73900 -1.90259
H 0.76415 4.49027 -2.76571
H 1.05606 5.69261 -1.47053
H 2.41381 4.92087 -2.28918
C -0.39518 -3.73545 2.49422
H -0.22825 -4.19888 3.47988
H -0.97718 -2.81266 2.66544
H -1.02072 -4.42996 1.91475
C 1.78932 -2.46985 2.67590
H 2.75770 -2.24304 2.20996
H 1.26085 -1.52033 2.85302
H 1.99072 -2.92315 3.66050
C 1.78011 -4.77701 1.75399
H 2.67858 -4.67422 1.13496
H 2.09995 -5.03369 2.77477
H 1.19357 -5.62431 1.39179
C 0.02411 -3.42997 -2.51677
H 1.06487 -3.67596 -2.77863
H -0.62803 -4.03792 -3.16764
H -0.16230 -2.37120 -2.73828
C -1.78715 -3.42729 -0.77136
H -2.06535 -2.46666 -1.24246
H -2.42624 -4.21664 -1.18896
H -2.02090 -3.35693 0.30412
C 0.02645 -5.25178 -0.84787
H 1.10442 -5.44498 -0.96959
H -0.30517 -5.64882 0.11933
H -0.49051 -5.83628 -1.62837
Ba -0.92657 -0.05155 0.59181
C 2.11466 0.94225 1.86685
O 3.02877 1.14704 2.52677
N -1.91922 -0.01148 -1.75408
C -1.46771 0.58181 -2.73682
C -2.08853 0.48772 -4.21085
C -1.54760 1.55682 -5.14615
C -1.73454 -0.87768 -4.80452
C -3.61928 0.63328 -4.12074
H -1.73656 2.56881 -4.77382
H -0.47290 1.43559 -5.31874
H -2.05613 1.46440 -6.11558
H -2.03046 -1.69020 -4.12818
H -2.26327 -1.01337 -5.76142
H -0.65344 -0.95882 -4.98724
H -4.00375 1.16153 -5.00267
H -4.09819 -0.35102 -4.07060
H -3.93030 1.19663 -3.23444
N -2.12780 1.12536 5.97398
N -2.49688 0.46928 4.80556
N -3.81010 0.22191 4.58510
C -3.79852 -0.05674 3.27003
N -2.58287 0.11016 2.70133
N -1.74810 0.50647 3.70457
H -1.15457 0.94310 6.19777
H -2.77358 0.85203 6.70210
H -4.66185 -0.38937 2.71485


[3]
112
Properties=species:S:1:pos:R:3 method="wB97M-V/def2-TZVPD" lumo_energy_ha=-0.04958 max_force_ha_per_bohr=0.0442 energy_ha=-61265.72207 smiles="CP(C)C1=CC(=O)C([PH2]=N)=C(Br)C1=O.BrCCBr.BrCCBr.BrCCBr.BrCCBr.BrCCBr.BrCCBr.BrCCBr.BrCCBr.BrCCBr.BrCCBr.BrCCBr" orbital_gap_ev=6.993
C 4.55235 1.49971 4.46489
P 4.16762 0.12491 3.28744
C 5.46363 0.36683 2.01373
C 2.59908 0.63377 2.47252
C 1.58834 -0.22795 2.31488
C 0.34215 0.22583 1.64742
O -0.37388 -0.55792 1.07107
C 0.01728 1.67633 1.69964
P -1.73747 2.11732 1.46364
N -2.25502 1.58014 0.07994
C 1.02150 2.54515 1.87643
Br 0.80525 4.40292 1.99488
C 2.42860 2.02675 1.97253
O 3.36190 2.71793 1.64200
H 4.09656 2.42794 4.12340
H 5.63158 1.60563 4.51999
H 4.11504 1.23167 5.42176
H 5.36113 1.32006 1.49997
H 6.44284 0.31383 2.48764
H 5.40710 -0.42066 1.26508
H 1.61833 -1.25796 2.64397
H -1.81762 3.51217 1.48023
H -2.45539 1.58905 2.54078
H -2.54723 2.34615 -0.51206
Br 2.81472 -1.17242 -0.04836
C 3.07356 -2.62035 -1.31445
C 4.34653 -3.39218 -1.12413
Br 5.91594 -2.45585 -1.80397
H 2.99537 -2.17772 -2.30031
H 2.20162 -3.23951 -1.13466
H 4.30465 -4.31734 -1.69517
H 4.55092 -3.61460 -0.08144
Br -3.51727 -4.95322 -1.83202
C -2.86414 -3.94642 -0.29706
C -2.04999 -2.75637 -0.71942
Br -0.27090 -3.27274 -1.31516
H -2.30129 -4.64163 0.31664
H -3.75392 -3.62382 0.23824
H -1.88009 -2.08281 0.11849
H -2.50652 -2.20326 -1.53422
Br 1.47370 -0.11033 5.57503
C 2.02490 -1.35378 6.96236
C 2.55366 -2.62452 6.35305
Br 1.11783 -3.75050 5.67868
H 1.16755 -1.51411 7.60738
H 2.80920 -0.84704 7.52072
H 3.06608 -3.22245 7.10312
H 3.22106 -2.43347 5.51744
Br 2.85564 -6.59092 -3.41725
C 1.99994 -5.45587 -4.74669
C 3.00788 -4.77421 -5.63145
Br 3.87484 -3.30278 -4.70107
H 1.37851 -4.75170 -4.20134
H 1.36994 -6.12129 -5.33241
H 2.51259 -4.33003 -6.49228
H 3.79533 -5.43912 -5.96993
Br -5.22795 0.67363 2.65264
C -5.19390 0.63022 4.59887
C -5.08975 2.01087 5.18795
Br -3.29186 2.72150 5.00672
H -4.35876 -0.00316 4.87925
H -6.12652 0.15866 4.89956
H -5.28603 1.98578 6.25862
H -5.75599 2.72403 4.71425
Br -2.38596 1.94316 8.43698
C -2.08096 3.85099 8.62068
C -2.97939 4.45980 9.66254
Br -4.80181 4.65726 9.01027
H -2.22986 4.28556 7.63666
H -1.03739 3.95245 8.90933
H -2.64823 5.46600 9.90839
H -3.03306 3.86300 10.56660
Br -6.81950 5.44205 -0.39335
C -6.55372 3.90874 -1.56331
C -5.21837 3.25656 -1.33321
Br -3.76548 4.29245 -2.11524
H -6.67395 4.26753 -2.57995
H -7.35818 3.21764 -1.32289
H -5.17688 2.28569 -1.82271
H -4.98242 3.13640 -0.28099
Br -2.79183 0.75358 -3.47709
C -2.80214 -0.64275 -4.83330
C -1.60222 -1.53815 -4.68551
Br 0.01586 -0.69098 -5.35555
H -2.84488 -0.15313 -5.80043
H -3.71738 -1.20730 -4.66841
H -1.71820 -2.44305 -5.27797
H -1.41846 -1.80867 -3.65206
Br 4.26447 1.80822 -2.10838
C 4.43714 1.30088 -3.97570
C 5.86224 0.98426 -4.33947
Br 6.93701 2.59464 -4.53553
H 4.02414 2.11446 -4.56256
H 3.81549 0.41504 -4.09380
H 5.90610 0.48822 -5.30641
H 6.35195 0.36897 -3.59196
Br -0.41414 -8.32184 -5.95375
C -0.18100 -8.62704 -7.85841
C 1.23728 -9.01112 -8.18329
Br 2.42692 -7.47164 -8.12363
H -0.49199 -7.71901 -8.36387
H -0.86366 -9.43503 -8.11067
H 1.30608 -9.39152 -9.19966
H 1.63919 -9.74404 -7.49202
Br -1.41119 7.04942 -0.85658
C -2.69620 8.04949 -1.91751
C -2.07943 9.27510 -2.53506
Br -1.83642 10.70010 -1.23350
H -3.52841 8.28357 -1.26220
H -3.02878 7.36081 -2.69107
H -2.73867 9.68770 -3.29518
H -1.10447 9.07678 -2.96724


[4]
95
Properties=species:S:1:pos:R:3 method="wB97M-V/def2-TZVPD" de_lowest_kcal_mol=0.00 lumo_energy_ha=-0.13494 max_force_ha_per_bohr=0.0628 energy_ha=-2350.77023 orbital_gap_ev=7.742 total_charge=+1
C 1.64465 1.39226 3.97778
C 0.71432 1.84765 3.35674
C -0.25421 2.64546 2.40298
C -1.15643 3.47284 3.40630
C -0.59694 4.88450 3.83644
C 0.78647 4.86357 4.59221
Cl 0.90915 6.46025 5.50238
C 0.35325 3.30564 1.12181
F 0.71652 4.66482 1.11459
N -0.57754 3.03522 -0.03055
C -0.46897 3.92600 -1.20980
N 0.93353 3.88057 -1.72091
C -1.34940 2.01452 0.22778
C -2.38935 1.58503 -0.85614
N -3.30059 2.65972 -1.30278
C -0.97891 1.41311 1.63381
C 0.11123 0.28922 1.22830
O -0.35248 -0.46916 0.06753
C 0.86578 -0.83803 -0.64596
C 0.61652 -2.07885 -1.62142
C -2.03134 0.53770 2.43003
C -3.42548 1.20795 2.72675
O -3.61470 1.61872 3.86379
C -4.61566 1.35724 1.73300
C -5.03245 2.73696 1.32938
C -6.18187 2.91325 0.39119
C -6.92222 1.70693 -0.09096
C -6.51722 0.33582 0.31098
C -5.36082 0.19111 1.21735
H 2.57923 1.01713 4.45597
H -2.17935 3.61361 2.95011
H -1.30790 2.85196 4.33861
H -1.35111 5.31621 4.56873
H -0.61968 5.60160 2.95780
H 1.65409 4.84435 3.86943
H 0.86941 3.97575 5.28107
H 1.30309 2.81533 0.73841
H -1.12317 3.63429 -2.07443
H -0.78136 4.97587 -0.92294
H 0.92723 3.65770 -2.71658
H 1.33498 4.80021 -1.53185
H -2.95124 0.64488 -0.56362
H -1.78033 1.27710 -1.77005
H -3.23122 3.49692 -0.71732
H -4.27278 2.34115 -1.33680
H 0.18595 -0.47614 2.06232
H 1.10426 0.72485 0.93970
H 1.67320 -1.19378 0.07285
H 1.27702 0.05055 -1.22733
H -0.01110 -2.80612 -1.03807
H 1.61799 -2.53838 -1.87485
H 0.08212 -1.72144 -2.54095
H -1.57609 0.16327 3.39483
H -2.22937 -0.38444 1.79443
H -4.49216 3.65728 1.69522
H -6.53110 3.90686 0.02044
H -7.80561 1.81519 -0.78076
H -7.04612 -0.59686 -0.01762
H -5.03196 -0.82381 1.57790
C 3.16731 -5.68060 -3.97117
C 2.12140 -4.66317 -3.56333
O 2.62080 -3.33943 -3.74323
H 4.07768 -5.55315 -3.38029
H 2.79708 -6.69687 -3.83263
H 3.44578 -5.54857 -5.01756
H 1.86046 -4.78399 -2.51007
H 1.21140 -4.77930 -4.16053
H 2.84022 -3.23777 -4.67813
C -0.28417 8.69834 9.45773
C -0.58396 7.23752 9.73278
O -1.37553 6.68761 8.68479
H -1.21117 9.26831 9.36547
H 0.31766 9.13154 10.25949
H 0.25583 8.81111 8.51329
H -1.14110 7.13052 10.66440
H 0.34175 6.65866 9.81573
H -0.87477 6.77584 7.86492
C 3.94818 -6.15063 -9.08990
C 3.44148 -6.10924 -7.66153
O 2.36850 -5.17642 -7.54387
H 4.28971 -5.16182 -9.40372
H 4.77437 -6.85735 -9.19077
H 3.14870 -6.44485 -9.77560
H 4.23557 -5.79463 -6.98393
H 3.08681 -7.09409 -7.34324
H 1.66523 -5.46445 -8.13815
C 4.32228 -10.59091 -3.55237
C 4.00097 -9.11828 -3.71743
O 4.00418 -8.76229 -5.09644
H 5.29879 -10.81999 -3.98401
H 4.32794 -10.87383 -2.49761
H 3.58807 -11.20820 -4.07733
H 4.74735 -8.50581 -3.20957
H 3.01765 -8.88419 -3.29580
H 3.33579 -9.30075 -5.53764


Results for E_HOMO: -13.55 -8.94 -8.34 -11.41 (in eV, following the order of the records).